DFT (wB97M-V/def2-TZVPD) results for a 2-piece molecular cluster, C4H10O3 overall in a non-equilibrium geometry.

Each line ends with the natural charge from an NBO analysis.
Element x y z (Å)
O: -2.5505 -0.6798 -1.0132  -0.53
C: -2.2167 0.1841 -0.1482  0.44
C: -1.0989 1.2054 -0.4706  -0.54
C: 0.0574 0.7181 -1.3345  0.09
C: 1.3087 1.6464 -1.5876  -0.63
O: 0.7931 -0.1726 -0.3877  -0.75
H: -2.5908 0.1080 0.9057  0.14
H: -0.5824 1.8204 0.3478  0.23
H: -1.5831 2.0156 -1.0581  0.23
H: -0.3938 0.3600 -2.2777  0.20
H: 2.0537 1.4017 -0.8559  0.24
H: 1.1002 2.6879 -1.5801  0.20
H: 1.8051 1.2885 -2.5430  0.21
H: 0.9867 -1.0099 -0.8879  0.48
H: 0.5182 -3.1630 4.1076  0.48
H: 1.2479 -4.6581 4.1892  0.48
O: 1.1452 -3.7527 4.5940  -0.96

Calculated values
- SMILES string: C[C@@H](O)CC=O.O
- E_HOMO: -10.15 eV
- Spin multiplicity: 1
- Relative energy (zero: lowest compared OMol25 entry of this formula, charge and spin): 256.7 kJ/mol
- Net charge: 0
- Kohn-Sham gap: 10.8 eV

---

DFT (wB97M-V/def2-TZVPD) results for C6H14O as an isolated structure in a non-equilibrium geometry.

Each line ends with the natural charge from an NBO analysis.
Element x y z (Å)
C: -1.0088 0.0110 -0.5974  0.16
C: 1.2739 0.2972 0.5651  -0.20
C: -0.6344 0.5055 0.6849  -0.40
C: 1.9232 0.5741 -0.7765  -0.64
C: 1.6530 -1.0528 1.1357  -0.63
C: -2.8949 0.3597 -0.2943  -0.68
O: -0.8762 -1.3357 -0.8231  -0.71
H: -0.3792 -1.4714 -1.6416  0.48
H: -0.7692 0.6320 -1.4585  0.18
H: 1.5493 1.0870 1.2701  0.19
H: -0.7526 1.5764 0.8099  0.22
H: -0.9035 -0.1152 1.5353  0.22
H: 1.7094 -0.2171 -1.5040  0.19
H: 3.0182 0.6220 -0.6878  0.22
H: 1.5966 1.5299 -1.1977  0.21
H: 2.7440 -1.1619 1.2224  0.20
H: 1.2411 -1.1941 2.1393  0.21
H: 1.3006 -1.8742 0.5039  0.21
H: -3.4130 -0.5115 -0.6963  0.20
H: -3.2932 0.4930 0.7123  0.20
H: -3.0842 1.2461 -0.9018  0.19

Calculated values
- E_HOMO: -7.93 eV
- Spin multiplicity: 1
- Relative energy (zero: lowest compared OMol25 entry of this formula, charge and spin): 305.2 kJ/mol
- Net charge: 0
- Kohn-Sham gap: 8.8 eV

---

DFT (wB97M-V/def2-TZVPD) results for C25H35HgN12O3 as an isolated structure.

Each line ends with the Mulliken charge.
Element x y z (Å)
Hg: -0.1759 -0.0330 0.3949  2.93
C: 0.6234 -4.3883 2.3016  -1.66
C: 0.1197 -3.3268 1.3195  0.64
O: -0.1351 -2.1911 1.8044  -0.63
C: -0.0255 -3.7255 -0.0034  -0.84
C: -0.6161 -2.9895 -1.0760  0.71
C: -0.8727 -3.7588 -2.3525  -1.35
N: -0.9699 -1.7398 -1.0040  -0.12
N: -1.6551 -1.2643 -2.1191  -0.50
C: -2.1098 -0.0483 -1.9573  0.24
O: -1.9733 0.7223 -0.9415  -0.94
C: -2.9049 0.4948 -3.1164  0.34
C: -3.4280 1.7818 -3.0395  -0.50
C: -4.1736 2.3067 -4.0878  -0.66
C: -4.4037 1.5505 -5.2278  -0.33
C: -3.8777 0.2656 -5.3140  -0.61
C: -3.1343 -0.2576 -4.2676  -0.26
H: 0.8326 -3.9187 3.2620  0.37
H: 1.5314 -4.8763 1.9352  0.29
H: -0.1333 -5.1637 2.4459  0.46
H: 0.2467 -4.7494 -0.2280  0.13
H: -0.4402 -4.7563 -2.2855  0.38
H: -0.4499 -3.2253 -3.2042  0.31
H: -1.9451 -3.8387 -2.5392  0.27
H: -3.2215 2.3636 -2.1502  0.52
H: -4.5655 3.3147 -4.0155  0.39
H: -4.9810 1.9603 -6.0491  0.35
H: -4.0447 -0.3290 -6.2056  0.36
H: -2.7148 -1.2536 -4.3171  0.42
N: 3.4559 -2.6505 0.3406  -0.60
C: 4.0421 -2.5375 1.6767  -0.90
C: 3.1953 -1.7516 2.6807  0.30
C: 3.2414 -0.2475 2.4214  0.01
C: 2.1828 0.5299 3.1876  -1.24
N: 0.8296 0.2506 2.7040  -0.15
H: 3.0511 -1.7566 0.0649  0.25
H: 2.6618 -3.2833 0.3555  0.17
H: 5.0247 -2.0578 1.5850  0.34
H: 4.2302 -3.5478 2.0559  0.40
H: 3.5275 -1.9637 3.7071  0.36
H: 2.1644 -2.1053 2.5995  -0.40
H: 3.0824 -0.0468 1.3622  -0.19
H: 4.2351 0.1358 2.6829  0.43
H: 2.3623 1.5996 3.0620  0.45
H: 2.2789 0.3100 4.2628  0.35
H: 0.1405 0.8952 3.0657  0.13
H: 0.5188 -0.6993 2.8996  0.26
N: 5.5579 0.5835 -3.6407  -0.57
C: 4.7062 0.0801 -2.6249  0.04
N: 4.8764 -1.3046 -2.3768  -0.64
N: 3.5612 0.7708 -2.3252  -0.74
C: 2.7204 0.3908 -1.4501  0.63
N: 1.9202 0.0640 -0.6367  -1.18
H: 5.5169 -0.0176 -4.4801  0.23
H: 5.2251 1.5031 -3.9040  0.30
H: 5.7583 -1.5001 -1.9208  0.25
H: 4.1421 -1.7039 -1.8032  0.27
N: -0.2431 2.5025 0.9857  -0.43
C: -0.2072 3.6584 0.9680  0.28
C: -0.1827 5.0627 1.0231  -0.07
C: -1.2715 5.7988 0.5128  0.12
N: -2.1631 6.4137 0.1015  -0.60
C: 0.8506 5.7265 1.7168  0.09
N: 1.6855 6.2866 2.2903  -0.57
C: -4.3896 2.8813 1.5811  -0.87
N: -3.6589 1.9145 2.3811  0.14
C: -3.3677 2.2567 3.7561  -1.01
C: -2.8976 0.9933 1.7451  0.21
O: -2.0361 0.3191 2.2895  -0.67
H: -5.1376 3.3698 2.2063  0.30
H: -4.9028 2.3764 0.7634  0.31
H: -3.7325 3.6490 1.1624  0.27
H: -4.2975 2.4047 4.3103  0.37
H: -2.7686 3.1713 3.8220  0.32
H: -2.8035 1.4411 4.2001  0.28
H: -3.0876 0.9076 0.6702  0.28

Calculated values
- E_HOMO (alpha / beta): 0.49 / -1.88 eV
- Spin multiplicity: 2
- Relative energy (zero: lowest compared OMol25 entry of this formula, charge and spin): 42.0 kJ/mol
- Net charge: -2
- Kohn-Sham gap (alpha / beta): 4.0 / 6.4 eV

---

DFT (wB97M-V/def2-TZVPD) results for C80H65N4O7P2RuS as an isolated structure in a non-equilibrium geometry.

Each line ends with the Mulliken charge.
Element x y z (Å)
Ru: 1.1245 -1.2088 -0.6192  -1.72
C: 7.3385 6.3194 -2.9447  -0.90
O: 6.0790 6.3558 -2.2874  -0.45
C: 5.4002 5.1970 -2.1514  0.79
C: 5.7731 3.9890 -2.7376  -1.00
C: 5.0262 2.8483 -2.4868  -1.17
C: 3.9007 2.8711 -1.6627  0.49
C: 3.4941 4.1130 -1.1651  0.32
C: 4.2314 5.2533 -1.3906  -1.23
C: 3.1885 1.6267 -1.3300  0.95
C: 3.8108 0.4691 -0.9857  -0.49
C: 5.2473 0.2302 -0.9484  -1.60
C: 5.4321 -1.0967 -0.9320  -1.78
C: 4.1150 -1.7169 -0.8771  0.87
N: 3.1565 -0.7867 -0.8347  1.59
C: 3.9217 -3.1280 -0.9159  0.55
C: 2.7400 -3.6695 -0.4845  0.14
C: 2.4354 -5.0740 -0.1992  -1.55
C: 1.4751 -5.0882 0.7377  -1.44
C: 1.1570 -3.6966 1.0716  0.07
C: 0.6793 -3.1858 2.2497  0.84
C: 0.3310 -4.0337 3.4065  -0.37
C: -0.8089 -3.7519 4.1525  -0.33
C: -1.1455 -4.4847 5.2815  -0.86
C: -0.3217 -5.5312 5.6874  0.90
O: -0.5450 -6.3076 6.7716  -0.46
C: -1.7035 -6.0482 7.5476  -0.83
C: 0.8263 -5.8284 4.9507  -0.98
C: 1.1449 -5.0881 3.8332  -0.32
C: 0.7503 -1.7676 2.4242  -0.15
N: 0.8753 -0.9410 1.4123  1.37
C: 1.0679 0.3426 1.8915  -0.33
C: 1.1443 1.3620 1.0060  0.87
C: 1.4939 2.7181 1.5003  1.07
C: 0.7552 3.8798 1.2910  -0.26
C: 1.1853 5.1220 1.7444  -1.09
C: 2.3938 5.2258 2.4241  0.69
O: 2.9181 6.3778 2.8874  -0.47
C: 2.1715 7.5708 2.6993  -0.85
C: 3.1469 4.0711 2.6567  -1.16
C: 2.7026 2.8497 2.2050  -0.54
C: 0.8769 0.9586 -0.4111  0.71
C: 1.2407 -0.7158 -2.5944  -1.48
C: 1.5256 0.5619 -2.7983  -0.97
C: 1.7386 1.3762 -1.5552  0.94
N: 0.5524 2.2127 -1.2494  1.25
C: 1.0572 0.2772 3.3494  -1.36
C: 0.8341 -1.0101 3.6769  -1.63
N: 1.7844 -2.9064 0.1305  1.01
C: 5.1036 -4.0080 -1.1242  -1.04
C: 5.7572 -4.0714 -2.3566  0.24
C: 6.8931 -4.8347 -2.5216  -0.94
C: 7.4168 -5.5511 -1.4432  0.91
O: 8.5425 -6.2585 -1.6950  -0.46
C: 9.1854 -6.8934 -0.6012  -0.84
C: 6.7709 -5.5112 -0.2111  -0.64
C: 5.6230 -4.7412 -0.0664  -0.52
H: 7.7659 7.3104 -2.8283  0.25
H: 7.2224 6.0989 -4.0076  0.34
H: 7.9956 5.5797 -2.4834  0.37
H: 6.6236 3.9291 -3.3987  0.45
H: 5.2971 1.9271 -2.9863  0.63
H: 2.6099 4.1972 -0.5563  0.73
H: 3.9297 6.2035 -0.9715  0.52
H: 6.0040 0.9954 -0.9606  0.82
H: 6.3631 -1.6374 -0.9374  0.59
H: 2.9399 -5.9136 -0.6457  0.74
H: 1.0155 -5.9476 1.1953  0.89
H: -1.4742 -2.9620 3.8227  0.64
H: -2.0445 -4.2367 5.8251  0.43
H: -1.6658 -6.7400 8.3834  0.25
H: -2.6116 -6.2253 6.9662  0.34
H: -1.7034 -5.0240 7.9277  0.33
H: 1.4609 -6.6371 5.2863  0.44
H: 2.0625 -5.3101 3.3027  0.61
H: -0.2232 3.8339 0.8255  0.00
H: 0.5662 5.9883 1.5648  0.54
H: 2.7610 8.3654 3.1453  0.27
H: 1.2032 7.5090 3.2006  0.34
H: 2.0241 7.7803 1.6373  0.32
H: 4.0857 4.1621 3.1850  0.50
H: 3.3165 1.9724 2.3633  0.57
H: 1.0845 -1.4365 -3.3915  0.76
H: 1.6938 1.0317 -3.7625  0.52
H: 1.1599 1.1161 4.0165  0.73
H: 0.7745 -1.4344 4.6655  0.63
H: 5.3599 -3.5197 -3.2001  0.51
H: 7.3955 -4.8962 -3.4769  0.43
H: 10.1150 -7.2967 -0.9915  0.25
H: 8.5762 -7.7092 -0.2050  0.33
H: 9.4036 -6.1779 0.1948  0.35
H: 7.1466 -6.0673 0.6342  0.41
H: 5.1335 -4.7017 0.8994  0.53
C: -4.3286 2.5728 -1.3492  -1.48
P: -2.9665 1.2860 -1.2810  -0.23
C: -2.4759 1.5260 0.4674  1.59
C: -2.3244 2.7766 1.0659  -0.66
C: -2.2138 2.8972 2.4418  -0.96
C: -2.2507 1.7609 3.2407  -0.88
C: -2.4006 0.5129 2.6558  -0.86
C: -2.5191 0.3961 1.2786  -0.04
C: -1.7442 2.1397 -2.3994  1.25
C: -2.3599 2.4331 -3.6336  -1.38
C: -1.7640 3.1632 -4.6378  -1.04
C: -0.4719 3.6460 -4.4620  -0.96
C: 0.2000 3.2987 -3.3125  -0.70
C: -0.4093 2.5267 -2.3215  -0.73
P: -5.8950 1.6254 -1.6120  -0.03
C: -5.9091 0.7351 -0.0034  0.18
C: -5.8464 1.4164 1.2133  -0.04
C: -5.8585 0.7251 2.4112  -0.74
C: -5.9376 -0.6629 2.4097  -0.49
C: -6.0120 -1.3500 1.2091  -0.54
C: -5.9984 -0.6522 0.0064  -0.25
C: -7.1590 2.9125 -1.2675  0.59
C: -8.4133 2.5178 -0.7995  -0.50
C: -9.4150 3.4485 -0.5849  -0.64
C: -9.1854 4.7942 -0.8437  -0.46
C: -7.9487 5.1977 -1.3190  -0.64
C: -6.9434 4.2622 -1.5312  -0.29
H: -4.1692 3.2635 -2.1764  1.11
H: -4.3852 3.1477 -0.4243  0.66
H: -2.3457 3.6703 0.4488  0.76
H: -2.1178 3.8754 2.8964  0.45
H: -2.1810 1.8547 4.3169  0.44
H: -2.4485 -0.3751 3.2718  0.34
H: -2.6707 -0.5776 0.8332  0.10
H: -3.3695 2.0699 -3.7938  0.53
H: -2.3066 3.3609 -5.5517  0.45
H: 0.0102 4.2511 -5.2159  0.45
H: 1.2351 3.5957 -3.1793  0.50
H: 0.7815 3.0509 -0.7162  0.43
H: -5.8057 2.4998 1.2259  0.39
H: -5.8075 1.2667 3.3471  0.41
H: -5.9450 -1.2057 3.3463  0.45
H: -6.0831 -2.4291 1.2044  0.45
H: -6.0519 -1.1885 -0.9333  0.40
H: -8.6039 1.4710 -0.5918  0.36
H: -10.3781 3.1249 -0.2127  0.39
H: -9.9689 5.5215 -0.6785  0.38
H: -7.7612 6.2436 -1.5242  0.39
H: -5.9852 4.5995 -1.9062  0.27
C: -6.5027 -3.8216 -4.0824  -1.55
C: -5.2187 -3.4681 -3.3841  1.13
C: -4.4355 -2.4041 -3.8184  -0.94
C: -3.2594 -2.0709 -3.1648  -0.46
C: -2.8672 -2.8044 -2.0561  -0.21
C: -3.6304 -3.8720 -1.6038  -0.53
C: -4.7977 -4.1967 -2.2725  -0.85
S: -1.3222 -2.4571 -1.2953  2.36
O: -0.2812 -3.1532 -2.0424  -0.77
O: -1.4222 -2.8519 0.1002  -0.61
O: -1.1090 -0.9858 -1.4344  0.02
H: -6.6893 -3.1614 -4.9274  0.36
H: -7.3495 -3.7429 -3.3988  0.33
H: -6.4769 -4.8480 -4.4512  0.36
H: -4.7494 -1.8301 -4.6814  0.31
H: -2.6538 -1.2394 -3.4993  0.21
H: -3.3086 -4.4273 -0.7337  0.50
H: -5.3959 -5.0323 -1.9288  0.39

Calculated values
- E_HOMO (alpha / beta): -9.36 / -9.36 eV
- Spin multiplicity: 1
- Net charge: +1
- Kohn-Sham gap (alpha / beta): 5.5 / 5.5 eV

---

Computed values of DFT total energy (unit: hartree) for the preceding records, in sequence: -384.05184; -312.13881; -2009.85377; -5008.63641.